Record 1
21
Properties=species:S:1:pos:R:3:mulliken_charge:R:1 method="wB97M-V/def2-TZVPD" smiles="C=C(C)O.CCC=C=S" orbital_gap_ha=0.305 lumo_ev=-0.3 e_above_lowest_kj_mol=271.8
C 0.33230 2.02826 0.20969 -0.04
C -0.74035 1.52139 0.70271 0.03
C 2.60178 -1.00645 -1.17853 -0.84
C 1.95886 -1.17258 -0.02303 0.77
C 0.90316 -2.25373 0.25169 -0.97
C -3.00030 1.24170 -0.18886 -1.39
C -1.66064 0.51700 0.05362 -0.28
O 2.13451 -0.38559 1.06189 -0.49
S 1.67015 2.55225 -0.37429 -0.38
H -0.91934 1.52843 1.74657 0.32
H 2.46471 -1.58512 -2.07848 0.28
H 3.32178 -0.16948 -1.27450 0.23
H 0.03755 -1.87303 0.62244 0.14
H 1.12430 -2.96848 1.10487 0.30
H 0.77796 -2.98010 -0.55187 0.33
H -3.57525 0.87506 -0.93141 0.45
H -2.83637 2.22265 -0.59662 0.36
H -3.38393 1.40055 0.85016 0.31
H -1.43328 0.20940 -0.96270 0.34
H -1.93641 -0.28097 0.62184 0.28
H 2.15879 0.57883 0.93482 0.24

Record 2
21
Properties=species:S:1:pos:R:3:mulliken_charge:R:1 method="wB97M-V/def2-TZVPD" orbital_gap_ha="0.257 / 0.277" spin_multiplicity=3 lumo_ev="0.8 / -1.4" e_above_lowest_kj_mol=59.7
C -0.40601 1.03215 0.07771 0.65
C -0.66271 -0.06910 -0.56497 0.37
C 0.90462 1.30166 0.75888 -0.94
C 1.38943 -1.23687 -0.22618 -0.46
C -1.39065 2.16751 0.25065 -1.56
C -1.71908 -0.79096 -1.26641 -1.34
C 1.05999 -2.22603 0.83796 -0.96
O 2.73652 0.79139 -1.11410 -0.63
S 2.31918 0.22746 0.17242 0.37
H 1.23621 2.32772 0.58430 0.51
H 0.82207 1.13936 1.83565 0.38
H 1.65538 -1.62005 -1.20087 0.59
H -1.38757 2.48967 1.28776 0.37
H -2.39643 1.86537 -0.02752 0.39
H -1.09317 3.01111 -0.37204 0.32
H -2.13976 -0.16681 -2.05344 0.38
H -2.51258 -1.07534 -0.57421 0.30
H -1.33898 -1.69995 -1.72696 0.32
H 0.41558 -3.00262 0.42772 0.32
H 0.54451 -1.75781 1.67366 0.29
H 1.96344 -2.70786 1.21999 0.32

Quick rundown of energy, same order as above: -747.22733; -747.12504 Ha
Quick rundown of M, same order as above: 144.24; 144.24 g mol⁻¹